Entry 1:
# C18H18N2O6

The molecule C18H18N2O6 (wB97M-V/def2-TZVPD, the Open Molecules 2025 dataset).

Calculated values
* SMILES: COCCOC(=O)C1=C(C)OC(N)=C(C#N)[C@@H]1c1ccc2c(c1)OCO2
* highest occupied orbital energy: -8.058 eV
* relative energy (zero: lowest compared OMol25 entry of this formula, charge and spin): 322.2 kJ/mol

Each line ends with the natural charge from an NBO analysis.
CARTESIAN COORDINATES (ANGSTROEM)
C1 5.4978 -0.8829 -0.9488  -0.2507
O1 4.3053 -0.9664 -1.6951  -0.5293
C2 3.1528 -0.5734 -1.0010  -0.0851
C3 3.0545 0.9462 -0.7784  -0.1037
O2 1.7591 1.2761 -0.3054  -0.5076
C4 1.5449 1.1524 1.0174  0.7868
O3 2.4252 0.9003 1.8087  -0.6142
C5 0.1285 1.3586 1.3453  -0.2434
C6 -0.2869 1.3748 2.6253  0.4278
C7 0.5815 1.2509 3.8304  -0.6667
O4 -1.5958 1.5199 2.9775  -0.4717
C8 -2.5366 1.6452 2.0002  0.5750
N1 -3.7962 1.7106 2.5190  -0.7996
C9 -2.2378 1.6644 0.6816  -0.3538
C10 -3.2533 1.8505 -0.2620  0.2868
N2 -4.0894 2.0337 -1.0302  -0.3414
C11 -0.8253 1.4562 0.1753  -0.1831
C12 -0.7642 0.1922 -0.6609  -0.0122
C13 -0.7182 0.2670 -2.0427  -0.2096
C14 -0.6562 -0.8731 -2.8399  -0.2508
C15 -0.6415 -2.0854 -2.1958  0.2186
C16 -0.6982 -2.1687 -0.8038  0.3055
C17 -0.7658 -1.0483 -0.0158  -0.3044
O5 -0.6685 -3.4850 -0.4249  -0.4906
C18 -0.5878 -4.2288 -1.6223  0.2368
O6 -0.5742 -3.3477 -2.7237  -0.4774
H1 6.2612 -1.3835 -1.5413  0.1946
H2 5.3945 -1.3888 0.0177  0.1685
H3 5.8009 0.1548 -0.7758  0.1638
H4 2.3063 -0.8875 -1.6191  0.1977
H5 3.0903 -1.0792 -0.0257  0.1712
H6 3.1782 1.4730 -1.7263  0.1979
H7 3.8028 1.2820 -0.0528  0.1998
H8 -0.0249 1.3759 4.7236  0.2255
H9 1.3748 1.9938 3.8083  0.2510
H10 1.0644 0.2761 3.8453  0.2526
H11 -4.5358 2.0029 1.9032  0.4141
H12 -3.8767 1.9471 3.4934  0.4043
H13 -0.5344 2.3003 -0.4631  0.2268
H14 -0.7267 1.2349 -2.5191  0.2175
H15 -0.6173 -0.8110 -3.9141  0.2308
H16 -0.8104 -1.1282 1.0583  0.2273
H17 0.3355 -4.8306 -1.6200  0.1571
H18 -1.4579 -4.9006 -1.6976  0.1577

Atomic forces in eV per Å
C 0.0 0.0 0.0
O 0.0 0.1 -0.2
C -0.4 0.2 0.1
C 0.7 -0.3 -0.1
O -0.3 0.1 0.2
C 0.4 0.0 0.3
O 0.0 0.0 -0.1
C -0.7 0.2 0.0
C 0.8 0.0 -0.5
C -0.1 0.0 0.1
O -0.5 0.0 -0.1
C -0.3 0.1 -0.4
N 0.4 -0.1 0.2
C 1.0 0.0 0.8
C -0.4 0.1 -0.2
N -0.3 0.0 -0.2
C -0.1 -0.1 0.1
C 0.0 0.0 -0.3
C 0.0 0.1 0.2
C 0.0 -0.4 0.0
C 0.0 0.1 0.5
C 0.0 0.1 -0.5
C 0.0 -0.3 -0.1
O 0.0 0.4 0.3
C 0.1 -1.3 -0.1
O 0.0 0.4 -0.2
H 0.1 0.0 0.1
H 0.0 0.0 0.0
H 0.0 0.0 0.0
H 0.0 0.0 0.1
H 0.0 0.0 -0.1
H 0.0 0.0 0.1
H -0.1 0.0 -0.2
H 0.0 0.0 0.0
H 0.0 0.0 0.0
H 0.0 0.0 0.0
H 0.0 0.0 0.0
H 0.0 0.0 0.0
H 0.0 -0.1 0.1
H 0.0 0.2 0.0
H 0.0 0.0 -0.2
H 0.0 0.0 0.2
H -0.2 0.2 0.0
H 0.2 0.2 0.0

---

Entry 2:
# C18H18N3ReSbSe3Te

A structure of composition C18H18N3ReSbSe3Te (wB97M-V/def2-TZVPD, the Open Molecules 2025 dataset).

Calculated values
* highest occupied orbital energy (spin up / spin down): -13.706 / -13.699 eV
* net charge: +2
* expectation value of S²: 1.196
* multiplicity: 2

Each line ends with the natural charge from an NBO analysis.
CARTESIAN COORDINATES (ANGSTROEM)
Re1 0.7866 -0.4262 -0.0755  0.6566
C1 1.3747 -3.6392 1.1042  -0.6667
C2 -0.0463 -3.1948 1.0750  0.2713
C3 -0.9716 -4.1795 1.4314  -0.2152
C4 -2.3114 -3.9065 1.5427  -0.0895
C5 -2.7017 -2.6027 1.2881  -0.2509
C6 -1.7731 -1.6586 0.9045  -0.1034
N1 -0.4493 -1.9274 0.7728  -0.4927
Sb1 -2.6589 0.2598 0.5619  1.1688
C7 -1.8490 0.5583 -1.4038  -0.0887
C8 -2.7238 0.9256 -2.4048  -0.2577
C9 -2.2273 1.3229 -3.6400  -0.0968
C10 -0.8629 1.4302 -3.7784  -0.2183
C11 -0.0177 1.0675 -2.7283  0.2548
C12 1.4344 1.3933 -2.8788  -0.6483
N2 -0.5099 0.5395 -1.5875  -0.5504
C13 -1.1134 1.4304 1.4967  -0.1014
C14 -1.5268 2.3423 2.4456  -0.2483
C15 -0.6246 3.2724 2.9460  -0.0988
C16 0.6325 3.3074 2.3900  -0.2200
C17 1.0018 2.3765 1.4180  0.2682
C18 2.3174 2.6006 0.7406  -0.6596
N3 0.1639 1.3829 1.0485  -0.5548
H1 1.4041 -4.7242 1.1433  0.2514
H2 1.8569 -3.2627 2.0099  0.2525
H3 1.9517 -3.3101 0.2472  0.2324
H4 -0.5965 -5.1716 1.6305  0.2481
H5 -3.0223 -4.6694 1.8217  0.2557
H6 -3.7421 -2.3177 1.3774  0.2456
H7 -3.7886 0.9264 -2.2188  0.2475
H8 -2.8924 1.5967 -4.4463  0.2537
H9 -0.4247 1.8195 -4.6858  0.2500
H10 1.5261 2.4522 -3.1218  0.2597
H11 1.8932 0.8189 -3.6842  0.2626
H12 2.0231 1.2043 -1.9799  0.2061
H13 -2.5547 2.3448 2.7808  0.2458
H14 -0.9191 3.9811 3.7064  0.2534
H15 1.3453 4.0670 2.6760  0.2493
H16 2.3352 3.6242 0.3622  0.2594
H17 2.4955 1.9305 -0.0987  0.2107
H18 3.1526 2.4856 1.4321  0.2599
Se1 1.5906 -1.7443 -1.8676  0.0906
Se2 3.8112 -2.4421 -1.7021  -0.0109
Te1 4.5929 -1.7221 0.5005  0.4861
Se3 2.6184 -0.5616 1.4483  -0.0676

Atomic forces in eV per Å
Re 0.6 -0.4 0.0
C 0.2 0.1 0.0
C -0.1 -0.3 0.1
C 0.0 0.1 0.0
C 0.1 0.1 0.0
C -0.2 0.1 0.0
C -0.2 0.3 -0.1
N -0.1 -0.2 0.0
Sb -0.1 0.0 0.1
C -0.2 -0.2 0.1
C -0.1 0.0 0.1
C 0.1 0.0 0.0
C 0.0 -0.1 0.2
C -0.1 0.1 -0.2
C 0.3 -0.2 0.1
N 0.1 0.3 -0.2
C -0.1 -0.1 0.0
C -0.1 -0.1 -0.1
C 0.1 0.0 0.0
C -0.1 -0.1 -0.1
C 0.0 0.2 0.2
C 0.2 -0.1 -0.2
N 0.1 0.2 0.0
H 0.0 0.0 0.0
H 0.0 0.0 0.0
H 0.0 0.0 0.0
H 0.0 0.0 0.0
H -0.1 0.0 0.0
H 0.0 0.0 0.0
H 0.0 0.0 0.0
H 0.0 0.0 0.0
H 0.0 0.0 0.0
H 0.0 0.0 0.0
H 0.0 0.0 0.0
H -0.1 0.0 0.0
H 0.0 0.0 0.0
H 0.0 0.0 0.0
H 0.0 0.0 0.0
H 0.0 0.0 0.0
H 0.0 0.1 0.0
H 0.0 0.0 0.0
Se -0.1 0.2 0.2
Se 0.0 -0.1 -0.2
Te 0.3 0.0 0.2
Se -0.4 0.1 -0.2

---

Entry 3:
# C18H19AuBrNO2SSe2

A structure of composition C18H19AuBrNO2SSe2 (wB97M-V/def2-TZVPD, the Open Molecules 2025 dataset).

Calculated values
* highest occupied orbital energy: -14.232 eV
* net charge: +2
* relative energy (zero: lowest compared OMol25 entry of this formula, charge and spin): 0.0 kJ/mol

Each line ends with the natural charge from an NBO analysis.
CARTESIAN COORDINATES (ANGSTROEM)
Au1 0.2634 -1.1461 -0.7263  0.6434
C1 -1.4530 3.5913 -0.7334  -0.8072
Se1 -0.8455 1.7708 -0.8728  1.3379
C2 0.2032 1.9526 -2.5171  -0.5884
C3 1.7190 1.9591 -2.4242  -0.5983
Se2 2.4278 0.1289 -2.4094  0.2770
C4 3.8796 0.3616 -1.1339  -0.7613
H1 -2.1781 3.7568 -1.5302  0.2734
H2 -0.5893 4.2454 -0.8313  0.2682
H3 -1.9276 3.6790 0.2408  0.2778
H4 -0.1971 2.8747 -2.9442  0.2604
H5 -0.1465 1.1119 -3.1194  0.2596
H6 2.1034 2.5284 -1.5788  0.2482
H7 2.0892 2.4265 -3.3352  0.2710
H8 3.4933 0.5397 -0.1365  0.2212
H9 4.5179 1.1750 -1.4656  0.2452
H10 4.4466 -0.5658 -1.1541  0.2588
S1 -1.4351 -3.8928 -3.9087  0.5627
C5 -0.4807 -2.7205 -3.1485  -0.1123
N1 -0.8081 -2.4277 -1.9160  -0.5745
C6 -1.9056 -3.1793 -1.4853  0.1737
C7 -2.5079 -3.1316 -0.2288  -0.2480
C8 -3.5808 -3.9614 0.0046  -0.1625
C9 -4.0613 -4.8297 -0.9884  -0.1759
C10 -3.4748 -4.8828 -2.2327  -0.1865
C11 -2.3852 -4.0437 -2.4683  -0.2569
H11 0.3547 -2.2559 -3.6521  0.2463
H12 -2.1330 -2.4661 0.5380  0.2241
H13 -4.0637 -3.9491 0.9719  0.2380
H14 -4.9042 -5.4706 -0.7709  0.2452
H15 -3.8440 -5.5508 -2.9982  0.2481
Br1 2.0659 -0.6400 6.0582  0.1528
C12 1.6386 0.7246 4.8470  -0.1096
C13 1.5083 2.0361 5.2956  -0.1376
C14 1.1829 3.0574 4.4107  -0.1973
C15 0.9708 2.7757 3.0760  -0.1489
C16 1.1107 1.4559 2.6281  -0.1751
C17 1.4557 0.4257 3.5116  -0.1626
C18 0.8832 1.0870 1.2480  0.8354
O1 0.3132 2.1046 0.4905  -0.7000
O2 1.2350 0.0369 0.7330  -0.6453
H16 1.6658 2.2562 6.3430  0.2554
H17 1.0960 4.0715 4.7742  0.2486
H18 0.7216 3.5680 2.3854  0.2278
H19 1.5756 -0.5872 3.1537  0.2482

Atomic forces in eV per Å
Au 0.0 -0.2 -0.3
C -0.1 0.0 -0.1
Se 0.6 0.2 0.7
C -0.1 0.2 -0.2
C 0.1 -0.2 0.1
Se 0.2 0.1 0.0
C 0.0 0.0 -0.1
H 0.0 0.0 0.0
H 0.0 0.0 0.0
H 0.0 0.0 0.0
H 0.1 0.0 0.0
H -0.1 0.0 0.0
H 0.0 -0.1 0.0
H 0.0 0.1 0.0
H 0.0 0.0 0.0
H 0.0 0.0 0.0
H 0.0 0.0 0.0
S 0.0 0.0 0.0
C 0.1 0.0 0.0
N 0.0 0.0 0.2
C 0.0 0.0 0.0
C 0.0 0.0 0.0
C 0.0 0.0 0.0
C 0.0 0.0 0.0
C 0.0 0.0 0.0
C 0.0 0.0 0.0
H 0.0 0.0 0.0
H 0.0 0.0 0.0
H 0.0 0.0 0.0
H 0.0 0.0 0.0
H 0.0 0.0 0.0
Br 0.0 0.0 0.0
C 0.0 0.1 0.0
C 0.0 0.0 0.0
C 0.0 -0.1 0.0
C 0.0 0.0 0.0
C 0.0 0.1 0.1
C 0.1 0.0 0.0
C 0.2 0.6 -0.4
O -0.3 -0.6 -0.3
O -0.5 -0.1 0.4
H 0.0 0.0 0.0
H 0.0 0.0 0.0
H 0.0 0.0 0.0
H 0.0 0.0 0.0

---

Entry 4:
# C18H19BBrClF3NOP

A cluster of 4 separate species, C18H19BBrClF3NOP in total (wB97M-V/def2-TZVPD, the Open Molecules 2025 dataset).

Calculated values
* highest occupied orbital energy: -4.808 eV
* net charge: -1

Each line ends with the natural charge from an NBO analysis.
CARTESIAN COORDINATES (ANGSTROEM)
N1 -4.3394 -4.2567 5.6153  -1.1047
B1 -4.0726 -2.8199 5.9760  0.0401
Cl1 -3.7990 -1.8455 4.3618  -0.3362
Br1 -5.6231 -2.0209 6.9934  -0.2308
P1 -2.4167 -2.5974 7.0496  1.3045
O1 -2.5699 -2.3578 8.5043  -1.1383
H1 -4.5478 -4.8424 6.4155  0.3688
H2 -3.5849 -4.6564 5.0692  0.3621
H3 -1.6037 -1.5998 6.4503  -0.1225
H4 -1.6442 -3.7689 6.8280  -0.1369
F1 -1.3300 2.5542 -1.3674  -0.3491
C1 -1.8443 1.6835 -0.4563  0.3825
C2 -1.1594 0.5175 -0.1935  -0.3008
C3 -1.6892 -0.3672 0.7350  -0.1719
C4 -2.8844 -0.0794 1.3772  -0.2202
C5 -3.5509 1.1026 1.0898  -0.1839
C6 -3.0306 1.9989 0.1672  -0.2949
H5 -0.2298 0.3081 -0.7074  0.2173
H6 -1.1644 -1.2857 0.9586  0.2218
H7 -3.2953 -0.7706 2.1002  0.2521
H8 -4.4828 1.3286 1.5895  0.2215
H9 -3.5320 2.9287 -0.0666  0.2216
F2 0.1185 -2.5083 -1.7512  -0.3217
C7 1.0305 -2.0844 -2.6470  0.4012
C8 2.1762 -2.8295 -2.8370  -0.2861
C9 3.1106 -2.3872 -3.7602  -0.1872
C10 2.8955 -1.2150 -4.4703  -0.2306
C11 1.7374 -0.4834 -4.2586  -0.1908
C12 0.7902 -0.9178 -3.3427  -0.2996
H10 2.3271 -3.7358 -2.2669  0.2301
H11 4.0133 -2.9604 -3.9222  0.2142
H12 3.6320 -0.8702 -5.1828  0.2147
H13 1.5692 0.4363 -4.8025  0.2195
H14 -0.1225 -0.3639 -3.1642  0.2369
F3 4.5763 1.0563 -2.2958  -0.3284
C13 3.9146 2.2310 -2.2346  0.3861
C14 2.5498 2.2219 -2.0370  -0.2437
C15 1.8767 3.4307 -1.9737  -0.2054
C16 2.5700 4.6251 -2.1106  -0.2334
C17 3.9427 4.6085 -2.3103  -0.1946
C18 4.6277 3.4037 -2.3717  -0.2938
H15 2.0255 1.2813 -1.9366  0.2245
H16 0.8081 3.4366 -1.8127  0.2360
H17 2.0401 5.5664 -2.0611  0.2140
H18 4.4862 5.5373 -2.4196  0.2116
H19 5.6984 3.3675 -2.5203  0.2245

Atomic forces in eV per Å
N -0.1 0.4 0.1
B 0.2 -0.6 -0.5
Cl 0.1 0.0 0.0
Br -0.1 0.0 0.2
P -0.4 0.4 -0.2
O 0.1 0.1 1.1
H 0.1 0.0 -0.1
H -0.1 -0.1 0.1
H 0.1 -0.1 -0.2
H 0.1 0.0 -0.4
F 0.0 0.0 0.0
C 0.0 -0.1 0.0
C 0.2 0.0 -0.1
C 0.0 0.0 0.0
C -0.1 -0.1 0.0
C 0.0 0.0 0.0
C -0.1 0.2 0.0
H 0.0 0.0 0.0
H 0.0 0.0 0.0
H 0.0 0.0 0.0
H 0.0 0.0 0.0
H 0.0 0.0 0.0
F 0.0 0.0 0.0
C 0.0 0.0 0.0
C 0.1 -0.1 0.1
C 0.0 0.0 0.0
C 0.0 0.0 0.0
C 0.0 0.0 0.0
C -0.1 0.1 0.0
H 0.0 0.0 0.0
H 0.0 0.0 0.0
H 0.0 0.0 0.0
H 0.0 0.0 0.0
H 0.0 0.0 0.0
F 0.0 0.0 0.0
C 0.0 0.0 0.0
C -0.1 -0.2 0.0
C 0.0 0.1 0.0
C 0.0 0.0 0.0
C 0.0 0.0 0.0
C 0.2 0.0 0.0
H 0.0 0.0 0.0
H 0.0 0.0 0.0
H 0.0 0.0 0.0
H 0.0 0.0 0.0
H 0.0 0.0 0.0

---

Entry 5:
# C18H19Cl2NO2

The molecule C18H19Cl2NO2 (wB97M-V/def2-TZVPD, the Open Molecules 2025 dataset).

Calculated values
* SMILES: O=C(COc1ccc(Cl)cc1Cl)NCCCCc1ccccc1
* highest occupied orbital energy: -8.933 eV
* relative energy (zero: lowest compared OMol25 entry of this formula, charge and spin): 0.0 kJ/mol

Each line ends with the natural charge from an NBO analysis.
CARTESIAN COORDINATES (ANGSTROEM)
O1 -0.2026 -2.8114 -1.7948  -0.6269
C1 0.2241 -1.6844 -1.9234  0.6567
C2 -0.1113 -0.8584 -3.1754  -0.1592
O2 0.3003 0.4788 -2.9969  -0.5181
C3 0.1141 1.3733 -3.9982  0.3563
C4 -0.4666 1.1024 -5.2312  -0.2990
C5 -0.6031 2.0998 -6.1828  -0.2002
C6 -0.1595 3.3813 -5.9091  -0.0594
Cl1 -0.3276 4.6251 -7.0921  0.0160
C7 0.4235 3.6809 -4.6856  -0.2269
C8 0.5552 2.6800 -3.7448  -0.0983
Cl2 1.2753 3.0232 -2.2181  0.0235
N1 1.0271 -1.0589 -1.0537  -0.6094
C9 1.4050 -1.6175 0.2237  -0.2221
C10 0.8785 -0.7725 1.3830  -0.4073
C11 -0.6468 -0.7667 1.4378  -0.3869
C12 -1.1772 0.1038 2.5836  -0.4157
C13 -0.7388 -0.4188 3.9223  -0.0363
C14 0.2799 0.1996 4.6351  -0.2133
C15 0.6974 -0.3046 5.8546  -0.2059
C16 0.1010 -1.4386 6.3776  -0.2229
C17 -0.9167 -2.0627 5.6758  -0.2217
C18 -1.3322 -1.5555 4.4583  -0.1631
H1 0.4024 -1.3211 -4.0287  0.2023
H2 -1.1933 -0.9254 -3.3431  0.2050
H3 -0.8186 0.1100 -5.4606  0.2305
H4 -1.0551 1.8758 -7.1354  0.2317
H5 0.7699 4.6784 -4.4692  0.2441
H6 1.2806 -0.0998 -1.2406  0.4155
H7 0.9874 -2.6259 0.2619  0.2309
H8 2.4973 -1.6826 0.2759  0.1956
H9 1.2454 0.2517 1.2756  0.1910
H10 1.2751 -1.1746 2.3167  0.2197
H11 -1.0033 -1.7906 1.5632  0.2048
H12 -1.0433 -0.3896 0.4926  0.2051
H13 -0.8212 1.1277 2.4516  0.2052
H14 -2.2687 0.1154 2.5376  0.2162
H15 0.7493 1.0866 4.2331  0.2072
H16 1.4902 0.1893 6.3977  0.2116
H17 0.4256 -1.8331 7.3292  0.2124
H18 -1.3887 -2.9464 6.0802  0.2115
H19 -2.1299 -2.0439 3.9166  0.1997

Atomic forces in eV per Å
O -0.2 -0.3 -0.1
C 0.1 0.5 -0.4
C -0.2 -0.5 -0.1
O 0.0 0.2 -0.1
C 0.1 0.3 0.0
C 0.1 -0.2 0.3
C 0.1 0.2 0.0
C 0.0 -0.3 0.2
Cl 0.0 0.2 -0.2
C -0.1 -0.2 -0.1
C -0.1 -0.2 -0.1
Cl 0.1 0.1 0.2
N 0.3 0.4 0.2
C 0.1 -0.1 0.3
C -0.2 -0.3 -0.3
C 0.2 0.3 0.1
C 0.0 -0.2 -0.1
C -0.1 0.2 0.0
C 0.0 0.0 0.0
C 0.1 0.0 0.1
C 0.1 0.0 0.1
C 0.0 -0.1 0.0
C 0.0 0.0 0.0
H -0.1 0.1 0.1
H 0.1 0.0 0.0
H 0.0 -0.1 0.0
H 0.0 0.0 -0.1
H 0.0 0.1 0.0
H -0.1 -0.1 -0.1
H 0.1 0.1 0.0
H -0.1 -0.1 0.0
H 0.1 0.1 0.1
H 0.1 0.1 0.0
H -0.1 -0.1 0.0
H 0.0 -0.1 0.0
H -0.1 0.0 0.0
H 0.0 0.1 0.0
H 0.0 0.1 -0.1
H 0.1 0.0 0.0
H 0.0 0.0 0.1
H 0.0 -0.1 0.0
H -0.1 -0.1 -0.1